No. 1
{
  "formula": "C12H28BrN4O4",
  "method": "ωB97M-V/def2-TZVPD",
  "e_lumo_ev": 2.82,
  "charge": -1,
  "e_tot_ev": -97092.0401,
  "e_homo_ev": -6.4,
  "elements": ["Br", "C", "C", "O", "N", "C", "H", "H", "H", "H", "H", "H", "H", "C", "C", "O", "N", "C", "H", "H", "H", "H", "H", "H", "H", "C", "C", "O", "N", "C", "H", "H", "H", "H", "H", "H", "H", "C", "C", "O", "N", "C", "H", "H", "H", "H", "H", "H", "H"],
  "positions_angstrom": [[-0.17, -0.40, 0.41], [-1.68, 3.33, 0.04], [-0.28, 3.64, -0.60], [-0.18, 4.70, -1.06], [0.61, 2.68, -0.55], [1.92, 3.01, -0.87], [-1.54, 2.39, 0.46], [-2.37, 3.06, -0.66], [-2.22, 4.13, 0.73], [0.38, 1.77, -0.24], [2.34, 2.11, -1.15], [2.51, 3.58, -0.08], [1.81, 3.65, -1.63], [3.45, -1.14, -1.19], [2.72, -2.26, -2.03], [3.47, -2.99, -2.66], [1.38, -2.45, -1.82], [0.74, -3.46, -2.63], [4.19, -0.90, -1.81], [3.76, -1.65, -0.26], [2.81, -0.17, -1.09], [0.95, -2.01, -1.24], [0.13, -4.04, -1.90], [1.21, -4.20, -3.23], [-0.06, -3.05, -3.17], [-0.09, 0.53, 4.41], [0.45, -0.76, 4.77], [0.40, -1.18, 5.84], [1.10, -1.36, 3.72], [1.86, -2.67, 3.76], [-1.13, 0.75, 4.56], [0.03, 0.75, 3.39], [0.54, 1.24, 4.93], [0.84, -1.16, 2.79], [2.37, -2.91, 2.82], [1.09, -3.38, 4.00], [2.52, -2.67, 4.68], [-4.33, 0.32, -0.44], [-3.72, 0.46, -1.83], [-4.39, 0.73, -2.76], [-2.45, 0.12, -1.93], [-1.64, 0.23, -3.08], [-4.08, 1.03, 0.30], [-3.84, -0.62, 0.05], [-5.34, 0.17, -0.49], [-1.88, -0.09, -1.08], [-1.66, 1.37, -3.32], [-2.09, -0.25, -3.82], [-0.42, 0.04, -3.06]],
  "mulliken_charge": [-0.955, -0.832, 0.740, -0.624, 0.266, -1.038, 0.170, 0.230, 0.258, -0.079, 0.252, 0.211, 0.454, -0.623, 0.667, -0.668, 0.044, -1.149, 0.426, 0.183, -0.084, 0.154, 0.352, 0.358, 0.370, -0.730, 0.541, -0.584, -0.110, -0.821, 0.296, 0.134, 0.215, 0.136, 0.261, 0.300, 0.257, -1.107, 0.826, -0.671, 0.252, -0.808, 0.273, 0.236, 0.390, -0.179, 0.272, 0.444, 0.094]
}

***

No. 2
{
  "formula": "C5H9NO",
  "method": "ωB97M-V/def2-TZVPD",
  "e_lumo_ev": 0.76,
  "e_tot_ev": -8866.4946,
  "e_homo_ev": -10.9,
  "smiles": "CCCCOC#N",
  "elements": ["N", "C", "O", "C", "C", "C", "C", "H", "H", "H", "H", "H", "H", "H", "H", "H"],
  "positions_angstrom": [[-3.35, 1.66, 1.65], [-2.60, 1.28, 0.83], [-1.64, 0.73, -0.01], [0.16, -1.74, 0.04], [-0.26, 1.22, 0.17], [1.33, -0.76, -0.24], [0.82, 0.60, -0.76], [0.55, -2.68, 0.34], [-0.59, -1.47, 0.67], [-0.37, -1.97, -0.96], [-0.24, 2.31, 0.22], [0.12, 0.91, 1.13], [2.01, -0.68, 0.59], [2.03, -1.09, -1.02], [1.61, 1.32, -0.97], [0.40, 0.34, -1.68]],
  "mulliken_charge": [-0.439, 0.473, -0.334, -1.044, -0.556, -0.563, -0.701, 0.361, 0.352, 0.238, 0.492, 0.355, 0.357, 0.338, 0.339, 0.330]
}

***

Summary of molar mass in g/mol
372.3; 99.1
(order as listed above)
Summary of Kohn-Sham gap in eV
9.20; 11.69
(order as listed above)
Summary of relative energy (zero: lowest compared OMol25 entry of this formula, charge and spin) in kJ/mol
99.7; 262.3
(order as listed above)